1.
{"formula": "C20H63IN3O16", "method": "ωB97M-V with the def2-TZVPD basis set", "charge": 1, "homo_ev": -11.23, "lumo_energy_ev": -4.379, "de_lowest_kcal_mol": 156.8, "multiplicity": 1, "orbital_gap_ev": 6.8, "species": ["I", "O", "O", "O", "O", "O", "O", "O", "O", "O", "O", "O", "O", "O", "O", "O", "O", "N", "N", "N", "C", "C", "C", "C", "C", "C", "C", "C", "C", "C", "C", "C", "C", "C", "C", "C", "C", "C", "C", "C", "H", "H", "H", "H", "H", "H", "H", "H", "H", "H", "H", "H", "H", "H", "H", "H", "H", "H", "H", "H", "H", "H", "H", "H", "H", "H", "H", "H", "H", "H", "H", "H", "H", "H", "H", "H", "H", "H", "H", "H", "H", "H", "H", "H", "H", "H", "H", "H", "H", "H", "H", "H", "H", "H", "H", "H", "H", "H", "H", "H", "H", "H", "H"], "coordinates": [[-3.491, -0.266, -1.596], [3.698, 1.306, -1.588], [-6.862, 0.649, 0.061], [5.358, -4.811, -0.930], [2.295, 1.916, 2.285], [4.409, 4.269, -6.214], [-1.477, 4.209, -2.024], [2.012, -4.938, -0.596], [2.420, 1.029, 4.825], [5.229, 1.795, -4.311], [1.486, 4.286, 1.148], [2.263, 6.083, -6.691], [2.279, -0.491, 0.246], [4.076, -7.906, -0.650], [-5.652, -1.899, 8.531], [-4.195, 0.328, 1.785], [-3.166, -1.501, 7.212], [-2.388, -1.509, -0.377], [-1.381, -2.178, 1.782], [-1.046, -2.162, 3.128], [0.425, -1.343, 5.033], [-0.425, -0.396, -4.513], [-0.647, -0.489, 5.956], [-1.664, -3.625, -2.205], [0.107, -1.221, 3.396], [-2.732, 0.225, 1.906], [-1.481, -2.693, -3.541], [-1.051, -3.188, 0.696], [1.374, -4.146, 0.279], [-4.690, 1.619, 2.314], [-2.199, -1.105, 1.096], [1.019, 3.389, -2.043], [0.610, 2.657, -3.451], [-0.158, -1.712, -3.519], [1.515, 1.253, -3.553], [-2.633, 4.189, -1.114], [1.013, 0.340, -4.854], [-1.723, -2.805, -0.786], [-0.194, 4.208, -1.305], [-0.116, -4.557, 0.918], [-2.652, -4.292, -2.245], [2.658, 1.508, -3.595], [-0.749, -4.385, -2.117], [2.656, -0.610, 1.131], [3.531, 4.676, -6.265], [1.005, 0.959, -5.861], [2.799, 1.311, 2.849], [0.210, -1.411, -2.450], [0.884, 3.307, -4.398], [-3.511, 3.541, -1.584], [5.190, -5.684, -0.543], [-2.417, 3.770, -0.043], [-3.807, 2.396, 2.514], [4.592, 1.599, -1.356], [-5.448, 2.140, 1.559], [-0.128, -0.111, 3.080], [1.525, -1.099, 0.228], [-1.306, -3.448, -4.449], [1.788, 6.676, -6.090], [4.480, -4.405, -0.982], [-0.244, 3.832, -0.197], [1.831, -0.497, -4.991], [-2.472, -2.099, -3.838], [-5.118, -1.102, 8.394], [1.731, 6.095, -7.501], [5.763, 2.592, -4.448], [3.456, -8.565, -0.998], [0.385, -2.505, 5.262], [-1.187, 0.279, -3.935], [-1.752, -0.527, 5.570], [-6.051, -1.767, 9.404], [1.458, 2.549, -1.335], [-0.522, -5.487, 0.335], [1.042, -1.660, 2.809], [-5.973, 0.523, -0.304], [-5.208, 1.472, 3.379], [-0.872, -3.132, 3.483], [0.158, 5.346, -1.245], [2.077, 1.383, 1.506], [4.241, 3.397, -5.827], [3.299, 1.386, 4.629], [-3.575, -2.146, 7.808], [1.818, -3.088, 0.608], [0.707, -2.325, -4.066], [-3.667, -1.594, 6.387], [1.883, 4.167, -2.312], [1.813, 1.670, 4.425], [-6.929, -0.028, 0.752], [1.972, 3.586, 1.609], [-3.053, 5.282, -1.020], [1.546, 5.046, 1.747], [-0.505, 2.313, -3.531], [-2.442, 0.124, 3.055], [-0.019, -4.826, 2.077], [3.506, -7.176, -0.365], [-0.220, 0.610, 6.017], [1.516, -0.890, 5.171], [-0.595, -0.912, 7.066], [4.830, 1.928, -3.438], [-0.967, -0.736, -5.520], [-2.225, 1.237, 1.532], [1.260, 0.650, -2.565], [3.788, 0.348, -1.703]]}

---

2.
{"formula": "C22H47Cl38N2O5S2", "method": "ωB97M-V with the def2-TZVPD basis set", "charge": -1, "homo_ev": -6.75, "lumo_energy_ev": 1.472, "multiplicity": 1, "orbital_gap_ev": 8.2, "species": ["Cl", "Cl", "Cl", "Cl", "Cl", "Cl", "Cl", "Cl", "Cl", "Cl", "Cl", "Cl", "Cl", "Cl", "Cl", "Cl", "Cl", "Cl", "Cl", "Cl", "Cl", "Cl", "Cl", "Cl", "Cl", "Cl", "Cl", "Cl", "Cl", "Cl", "Cl", "Cl", "Cl", "Cl", "Cl", "Cl", "Cl", "Cl", "S", "S", "O", "O", "O", "O", "O", "N", "N", "C", "C", "C", "C", "C", "C", "C", "C", "C", "C", "C", "C", "C", "C", "C", "C", "C", "C", "C", "C", "C", "C", "H", "H", "H", "H", "H", "H", "H", "H", "H", "H", "H", "H", "H", "H", "H", "H", "H", "H", "H", "H", "H", "H", "H", "H", "H", "H", "H", "H", "H", "H", "H", "H", "H", "H", "H", "H", "H", "H", "H", "H", "H", "H", "H", "H", "H", "H", "H"], "coordinates": [[0.726, 11.618, -1.544], [0.597, 7.039, -0.801], [6.308, 1.542, 9.136], [5.737, -3.459, -0.114], [-0.121, 6.695, 2.010], [-2.548, -4.102, 0.177], [-1.894, -4.247, 6.741], [-4.481, -3.253, 7.675], [-5.102, 7.277, -1.079], [3.395, -0.682, 3.463], [1.947, 3.602, -8.022], [4.723, -11.684, -6.022], [4.576, 3.678, 10.126], [-0.472, -7.213, 10.395], [0.007, -0.894, 4.268], [0.059, -4.907, -0.888], [6.290, -4.229, -5.076], [-1.938, 0.090, -7.624], [-10.768, -6.747, -2.663], [2.985, -0.907, 0.359], [-2.276, -2.079, 2.924], [-6.941, -2.885, 0.506], [8.287, -4.297, -1.274], [-10.161, -6.519, -5.512], [6.699, -0.101, -0.585], [5.025, -8.791, -6.331], [3.417, 0.907, 5.917], [5.441, -6.662, -3.670], [0.593, 10.542, -4.259], [-1.596, 1.405, 1.207], [-3.065, -6.315, 11.401], [-1.775, 3.141, 3.579], [4.037, 1.840, 0.175], [-6.841, -4.352, -2.023], [-3.932, 0.959, -5.670], [6.851, 0.393, 2.294], [1.438, 3.503, -5.117], [-5.225, 5.866, 1.470], [-0.915, 0.288, -1.689], [-0.431, 2.660, -2.978], [-1.254, -0.233, -2.996], [0.297, 3.878, -2.720], [-0.076, 2.048, -4.287], [-0.156, -0.679, -0.914], [-4.050, 4.039, -1.966], [-2.346, 5.395, 0.010], [-0.058, 1.661, -1.722], [1.138, 10.260, -2.602], [-10.101, -5.717, -3.937], [2.724, 0.727, -0.276], [-2.181, 3.120, -3.081], [-3.620, -4.075, 6.372], [1.176, 7.056, 0.870], [5.192, 2.841, 8.694], [6.529, -4.270, -1.471], [-2.250, 0.482, -5.920], [4.876, -10.133, -5.190], [-0.921, -2.374, 4.024], [6.326, -0.732, 1.021], [-1.642, -5.889, 10.442], [4.171, -0.426, 5.024], [-6.142, -4.169, -0.408], [5.708, -5.889, -5.243], [-1.017, 1.718, 2.840], [-2.637, 4.203, -2.075], [-2.035, 4.115, -0.678], [-1.139, -3.607, -0.789], [2.654, 3.764, -6.393], [-5.857, 7.209, 0.519], [-6.926, 7.074, 0.401], [-1.472, -3.357, -1.789], [4.769, -5.876, -5.784], [-0.683, -2.739, -0.325], [-2.296, 3.563, -4.079], [-0.265, -3.122, 3.589], [5.761, -10.157, -4.565], [-2.466, 3.331, -0.064], [-1.169, -5.020, 10.885], [5.217, -0.189, 4.858], [6.169, -5.287, -1.527], [-1.958, -5.665, 9.429], [2.667, 0.672, -1.356], [-4.400, 4.849, -1.568], [-3.724, -3.495, 5.460], [-2.273, 5.281, 1.011], [-5.091, -3.924, -0.510], [-2.082, 0.437, -1.004], [-2.826, 2.233, -3.075], [-2.045, -0.392, -5.316], [-6.257, -5.104, 0.128], [-10.682, -4.803, -3.988], [-1.310, -2.727, 4.973], [-2.355, 5.181, -2.490], [6.288, -3.739, -2.383], [5.256, -0.875, 1.097], [-4.045, -5.063, 6.237], [2.214, 10.133, -2.605], [-5.652, 8.140, 1.035], [6.447, -6.462, -5.788], [-9.068, -5.487, -3.700], [1.790, 1.107, 0.123], [3.436, 3.020, -6.285], [3.080, 4.760, -6.308], [1.573, 8.039, 1.094], [6.845, -1.669, 1.156], [4.083, -1.331, 5.614], [-0.944, 4.013, -0.666], [-1.699, 6.106, -0.312], [0.658, 9.365, -2.223], [1.954, 6.307, 0.972], [5.716, 3.555, 8.069], [-1.596, 1.294, -5.623], [0.055, 1.880, 2.790], [-1.224, 0.833, 3.430], [4.356, 2.416, 8.150], [3.993, -9.974, -4.581]]}

---

3.
{"formula": "C6H14IOPSn", "method": "ωB97M-V with the def2-TZVPD basis set", "charge": 2, "homo_ev": -15.49, "lumo_energy_ev": -11.272, "multiplicity": 1, "orbital_gap_ev": 4.2, "species": ["I", "Sn", "P", "O", "C", "C", "C", "C", "C", "C", "H", "H", "H", "H", "H", "H", "H", "H", "H", "H", "H", "H", "H", "H"], "coordinates": [[2.375, 0.913, -2.003], [-2.307, -1.947, -0.567], [1.223, -1.119, 0.537], [-0.249, -0.197, 0.693], [-0.364, 2.485, 1.293], [0.549, -1.699, -2.328], [1.701, -1.102, -1.328], [-0.822, -0.786, -2.419], [-0.377, 1.433, 2.593], [-0.701, -0.095, 2.089], [-1.888, -0.195, 2.069], [-1.226, 2.222, 0.513], [2.331, -0.398, 1.178], [2.683, -1.778, -1.410], [-1.207, -0.592, -3.508], [-0.615, 3.596, 1.650], [0.339, -2.826, -2.001], [-1.621, -1.338, -1.726], [1.034, -1.714, -3.419], [-1.274, 1.820, 3.275], [0.666, 1.476, 3.145], [-0.644, 0.274, -1.916], [0.708, 2.511, 0.795], [-0.312, -0.945, 2.794]]}

---

4.
{"formula": "C36H37AuBrN7OTe", "method": "ωB97M-V with the def2-TZVPD basis set", "charge": 1, "homo_ev": [-10.75, -11.05], "lumo_energy_ev": [-2.432, -5.461], "de_lowest_kcal_mol": 0.0, "multiplicity": 4, "orbital_gap_ev": [8.3, 5.6], "species": ["Au", "Te", "Br", "O", "N", "N", "N", "N", "N", "N", "N", "C", "C", "C", "C", "C", "C", "C", "C", "C", "C", "C", "C", "C", "C", "C", "C", "C", "C", "C", "C", "C", "C", "C", "C", "C", "C", "C", "C", "C", "C", "C", "C", "C", "C", "C", "C", "H", "H", "H", "H", "H", "H", "H", "H", "H", "H", "H", "H", "H", "H", "H", "H", "H", "H", "H", "H", "H", "H", "H", "H", "H", "H", "H", "H", "H", "H", "H", "H", "H", "H", "H", "H", "H"], "coordinates": [[-14.949, -2.466, 12.384], [-16.209, -0.514, 10.648], [-8.593, -0.163, 11.001], [-16.907, 1.249, 13.408], [-13.787, -2.170, 16.133], [-13.638, -1.104, 15.338], [-16.729, -0.956, 12.747], [-14.584, -1.730, 17.101], [-14.941, -0.477, 17.013], [-14.901, -2.562, 18.109], [-12.765, -1.716, 12.317], [-12.589, 3.790, 7.126], [-18.105, 0.590, 15.890], [-16.470, -3.328, 9.328], [-15.226, -5.588, 15.001], [-13.457, 2.752, 7.788], [-17.124, 0.014, 13.597], [-14.679, 3.140, 8.338], [-11.695, -2.501, 12.430], [-17.235, -2.175, 9.578], [-13.931, 0.459, 8.474], [-14.318, -0.108, 15.869], [-13.143, 1.391, 7.808], [-11.372, 0.119, 11.663], [-17.104, -5.088, 13.544], [-15.074, 0.870, 9.174], [-18.449, 0.197, 17.189], [-18.615, -1.124, 17.530], [-18.579, -2.032, 16.454], [-16.079, -6.179, 15.903], [-10.456, -2.090, 11.960], [-14.774, -4.509, 12.799], [-12.574, -0.427, 12.029], [-10.281, -0.754, 11.610], [-13.607, -0.996, 8.364], [-15.457, 2.209, 9.052], [-17.439, -6.261, 15.624], [-18.421, -4.362, 8.348], [-17.081, -4.415, 8.711], [-17.837, -0.328, 14.864], [-19.435, -0.942, 9.502], [-18.234, -1.636, 15.160], [-17.962, -5.676, 14.485], [-16.820, 2.625, 9.604], [-19.186, -3.239, 8.618], [-18.593, -2.150, 9.194], [-15.736, -5.029, 13.801], [-17.638, 2.188, 9.026], [-12.875, -1.159, 7.558], [-15.766, -2.269, 18.563], [-19.045, -5.681, 14.305], [-11.239, 1.171, 11.413], [-18.543, 0.969, 17.942], [-18.767, -1.443, 18.567], [-18.846, -5.237, 7.834], [-16.892, 3.707, 9.551], [-14.935, -3.543, 17.796], [-14.923, -4.971, 11.845], [-15.105, 4.137, 8.240], [-12.276, 1.012, 7.270], [-14.405, 0.897, 15.443], [-17.497, -4.680, 12.601], [-15.688, -6.617, 16.824], [-11.823, -3.495, 12.872], [-18.874, -0.040, 9.268], [-13.475, 0.189, 12.085], [-12.546, 3.673, 6.032], [-16.518, -5.321, 8.468], [-13.763, -4.656, 13.167], [-18.112, -6.755, 16.321], [-14.484, -1.591, 8.165], [-11.534, 3.738, 7.481], [-16.921, 2.348, 10.665], [-14.167, -5.532, 15.224], [-18.017, 1.672, 15.712], [-20.234, -3.183, 8.296], [-20.372, -0.997, 8.950], [-15.410, -3.365, 9.580], [-9.649, -2.817, 11.887], [-18.166, -2.424, 14.393], [-19.679, -0.858, 10.574], [-13.164, -1.397, 9.281], [-18.733, -3.099, 16.675], [-12.972, 4.793, 7.386]]}